C6H10BrN4O3 | the ωB97M-V functional and the def2-TZVPD basis

XYZ file:
```
24
Properties=species:S:1:pos:R:3:nbo_charge:R:1
Br -2.897 -0.758 0.731 0.206
O 1.171 -1.355 -1.746 -0.400
O -0.472 -0.120 -2.550 -0.269
O 0.447 1.955 -0.879 -0.714
N 0.159 -0.628 -1.645 0.512
N -1.077 0.573 1.694 -0.054
N -0.011 -0.102 1.947 -0.209
N 1.722 -1.383 0.825 -0.536
C -1.381 0.415 0.311 0.015
C -0.756 2.446 -1.266 -0.055
C 0.536 -0.581 0.864 0.272
C 1.606 -2.581 1.771 -0.416
C -1.861 1.663 -0.505 -0.449
C -0.181 -0.325 -0.302 0.075
H 1.446 -2.095 2.761 0.257
H 1.004 2.072 -1.648 0.492
H -0.842 2.391 -2.259 0.185
H -2.501 2.293 0.130 0.256
H 2.547 -0.862 1.027 0.439
H 2.542 -3.250 1.704 0.264
H 0.670 -3.006 1.321 0.235
H -2.625 1.302 -1.212 0.253
H 1.676 -1.547 -0.186 0.459
H -0.920 3.483 -0.889 0.185
```

Properties
Orbital gap ... 7.5 eV
Spin multiplicity ... 1
Total charge ... +1
Calculated total energy ... -88515.861 eV
Energy relative to the best compared isomer or geometry (same formula, charge and spin) ... 0.0 kJ/mol
Highest occupied orbital energy ... -13.6 eV

C33H21F3N6O3PtS | the ωB97M-V functional and the def2-TZVPD basis

XYZ file:
```
68
Properties=species:S:1:pos:R:3:nbo_charge:R:1
Pt -0.720 1.042 1.135 0.867
S 1.278 -4.096 -7.126 2.404
F 3.639 -5.663 6.187 -0.323
F 3.422 -4.075 7.619 -0.327
F 1.841 -5.507 7.358 -0.322
O 0.365 -4.343 -8.211 -0.998
O 2.689 -4.050 -7.432 -1.005
O 0.918 -4.652 -5.847 -1.005
N 1.154 -1.535 -7.966 -0.395
N -1.546 2.788 0.990 -0.411
N 0.784 -1.869 -5.678 -0.436
N -0.278 0.472 -1.428 -0.514
N 0.943 2.153 1.181 -0.404
N -2.632 0.455 1.013 -0.405
C 2.153 -3.907 5.627 -0.153
C 1.025 -2.245 -6.884 0.157
C 1.700 4.438 1.141 -0.202
C 2.998 -3.093 4.880 -0.182
C 0.781 -3.895 5.400 -0.170
C 1.093 -2.248 3.664 -0.159
C -3.500 4.040 1.434 -0.192
C 0.632 -0.546 -5.457 0.162
C -4.457 -1.025 0.607 -0.214
C 3.005 4.017 1.045 -0.138
C -0.175 1.417 -2.357 0.019
C 0.095 -0.617 1.856 -0.395
C 0.256 -3.068 4.427 -0.181
C 0.553 -1.371 2.696 -0.033
C -2.889 2.829 1.140 0.169
C 0.121 1.165 -3.681 -0.234
C -0.078 -0.791 -1.806 0.013
C -4.867 1.320 0.784 -0.200
C -1.318 5.076 1.541 -0.194
C 0.330 -0.159 -4.087 -0.010
C -0.741 3.847 1.247 0.174
C -3.119 -0.774 0.824 0.088
C 3.268 2.642 1.003 -0.216
C 2.750 -4.784 6.688 0.973
C 0.763 0.326 -6.548 -0.298
C -2.702 5.166 1.616 -0.148
C -5.355 0.047 0.593 -0.137
C 0.665 3.500 1.200 0.163
C 1.023 -0.219 -7.793 0.069
C 0.224 -1.155 -3.103 -0.159
C -3.500 1.522 0.987 0.166
C 2.213 1.758 1.078 0.089
C 2.472 -2.267 3.908 -0.130
H -0.811 -3.041 4.254 0.219
H -0.707 5.939 1.752 0.236
H 0.667 1.392 -6.438 0.200
H -4.568 4.108 1.565 0.236
H 1.128 0.388 -8.682 0.192
H -3.163 6.112 1.854 0.238
H -2.398 -1.582 0.860 0.245
H 4.061 -3.116 5.069 0.227
H -4.795 -2.037 0.458 0.247
H -6.408 -0.124 0.435 0.238
H 2.378 0.687 1.062 0.249
H 3.814 4.728 1.004 0.238
H 3.117 -1.621 3.331 0.209
H 0.139 -4.533 5.988 0.233
H 0.182 1.985 -4.378 0.218
H 4.276 2.270 0.920 0.246
H -5.523 2.176 0.758 0.230
H -0.340 2.433 -2.022 0.174
H 0.379 -2.186 -3.381 0.270
H -0.160 -1.533 -1.023 0.200
H 1.456 5.489 1.150 0.230
```

Properties
Orbital gap ... 4.1 eV
Spin multiplicity ... 1
Total charge ... 0
Calculated total energy ... -71877.363 eV
Highest occupied orbital energy ... -6.8 eV

C20H27BCl2N8OsS3 | the ωB97M-V functional and the def2-TZVPD basis

XYZ file:
```
62
Properties=species:S:1:pos:R:3:nbo_charge:R:1
Os -0.030 -0.206 0.192 0.430
Cl -2.869 4.182 0.421 0.096
Cl -2.318 -1.164 0.361 0.179
S 0.299 -1.026 2.345 -0.003
S 2.213 -0.002 -0.110 0.021
S -1.005 1.664 0.427 0.467
N 3.465 -0.238 2.334 -0.449
N -1.466 -0.316 -3.995 -0.438
N 0.468 -1.741 -3.939 -0.440
N -0.404 0.929 4.040 -0.317
N 3.521 -2.058 1.143 -0.315
N 1.692 1.170 3.481 -0.433
N 0.725 0.648 -4.118 -0.437
N -0.029 -0.326 -1.999 -0.483
C -1.451 -0.216 -2.570 -0.074
C 1.267 -0.653 -4.516 -0.082
C 1.372 2.155 4.381 -0.015
C -3.373 0.241 0.357 -0.049
C 4.165 -1.180 3.046 -0.026
C -4.963 2.477 0.374 -0.212
C 0.516 -1.661 -2.511 -0.078
C 4.206 -2.316 2.308 -0.044
C -0.658 0.754 -4.581 -0.081
C -5.527 1.215 0.345 -0.121
C 0.770 0.777 -2.693 -0.078
C -3.583 2.620 0.396 -0.023
C -0.915 -1.612 -4.402 -0.081
C 0.602 0.428 3.284 0.240
C 0.073 2.011 4.737 -0.055
C -2.762 1.487 0.386 -0.256
C 3.077 -0.791 1.190 0.257
C 3.316 -3.018 0.066 -0.407
C -4.734 0.068 0.333 -0.219
C -1.760 0.406 4.173 -0.410
B 3.120 1.204 2.783 0.168
H 1.547 -1.736 -2.168 0.221
H -5.588 3.360 0.374 0.265
H -2.416 1.226 4.453 0.233
H 3.897 1.562 3.617 -0.011
H 4.588 -0.955 4.009 0.260
H -2.039 -1.026 -2.149 0.213
H 4.674 -3.266 2.494 0.253
H -2.089 -0.013 3.226 0.215
H -1.799 -0.370 4.935 0.239
H 1.802 0.713 -2.358 0.229
H 3.959 -3.874 0.245 0.246
H 1.250 -0.733 -5.601 0.229
H -1.520 -2.414 -3.977 0.210
H 0.342 1.730 -2.379 0.214
H 3.584 -2.574 -0.889 0.228
H -0.541 2.558 5.431 0.253
H -0.085 -2.452 -2.056 0.210
H -6.603 1.116 0.330 0.257
H 2.278 -3.350 0.047 0.215
H 2.107 2.876 4.693 0.260
H -0.686 0.676 -5.666 0.229
H -1.068 1.723 -4.290 0.211
H 2.300 -0.738 -4.175 0.212
H 3.056 1.910 1.817 -0.022
H -0.944 -1.692 -5.487 0.230
H -5.173 -0.920 0.311 0.259
H -1.855 0.748 -2.257 0.206
```

Properties
Orbital gap ... 5.7 eV
Spin multiplicity ... 1
Total charge ... +2
Calculated total energy ... -93780.885 eV
Energy relative to the best compared isomer or geometry (same formula, charge and spin) ... 0.0 kJ/mol
Highest occupied orbital energy ... -14.3 eV

C42H59AsCaCl3O6P3SSi2 | the ωB97M-V functional and the def2-TZVPD basis

XYZ file:
```
118
Properties=species:S:1:pos:R:3:lowdin_charge:R:1
As 2.549 -3.288 0.788 0.829
Ca -0.040 -1.316 -0.310 1.021
Cl -0.089 0.195 5.403 -0.018
Cl 2.726 -0.764 4.090 0.043
Cl 0.028 -2.674 3.800 0.063
S 0.109 -3.909 -1.753 0.426
P -3.182 -1.394 0.653 1.060
P -0.902 2.855 2.022 1.081
P 0.025 -0.209 -3.199 1.038
Si 0.623 -0.591 3.447 -0.323
Si -1.749 1.305 -0.744 0.638
O 1.223 -2.958 -1.676 -0.454
O 1.779 -1.803 0.856 -0.719
O 0.073 -4.752 -2.918 -0.292
O -1.147 -3.155 -1.513 -0.467
O 3.809 -3.555 -0.208 -0.485
O 3.055 -3.577 2.454 -0.316
C -1.414 3.457 4.674 -0.151
C -3.865 -3.998 -0.072 -0.122
C -2.914 -0.587 3.278 -0.174
C 1.171 -4.713 0.713 -0.196
C 2.748 0.057 -3.192 -0.117
C -3.563 1.741 -3.027 -0.107
C -2.963 1.630 -5.348 -0.104
C 0.929 2.885 2.395 -0.569
C -0.638 -6.017 -0.268 -0.084
C 1.495 0.835 -3.607 -0.564
C -5.450 0.231 1.017 -0.110
C -1.116 5.366 -1.877 -0.100
C -1.266 -2.190 -4.710 -0.117
C -3.887 1.941 -4.358 -0.097
C 0.113 -1.563 -4.492 -0.533
C -3.309 -1.822 2.466 -0.554
C 0.808 -1.286 -5.826 -0.116
C -4.363 -2.555 -0.183 -0.561
C -5.546 2.588 0.633 -0.103
C 1.681 2.227 1.240 -0.144
C -3.506 1.356 0.085 -0.316
C -6.162 1.418 1.056 -0.098
C -1.347 3.216 -0.734 -0.312
C 1.110 -5.561 1.824 -0.105
C -0.800 5.994 -0.685 -0.107
C -4.128 0.187 0.562 -0.376
C 0.207 -6.608 1.887 -0.085
C -4.497 -2.141 -1.650 -0.113
C -0.743 5.242 0.479 -0.118
C -0.670 -6.846 0.836 -0.089
C 1.421 2.170 -2.872 -0.116
C 0.268 -4.961 -0.324 -0.261
C -1.390 4.005 -1.891 -0.118
C 1.565 4.224 2.749 -0.118
C -4.249 2.545 0.151 -0.136
C -1.448 0.796 -3.644 -0.375
C -4.608 -2.414 3.010 -0.118
C -0.994 3.868 0.474 -0.377
C -3.043 4.339 2.986 -0.132
C -2.329 1.210 -2.618 -0.303
C -1.569 4.058 3.279 -0.584
C -1.760 1.053 -4.984 -0.113
H -1.022 5.004 3.238 0.077
H -4.285 2.036 -2.275 0.087
H -1.156 -3.164 -5.191 0.078
H -3.176 4.818 2.014 0.060
H -0.506 5.743 1.409 0.084
H -5.410 -1.674 3.029 0.057
H 2.726 2.061 1.512 0.082
H -1.380 -7.663 0.881 0.095
H 1.648 2.860 0.349 0.064
H -4.851 2.363 -4.624 0.092
H -3.618 3.411 2.979 0.067
H -5.142 -2.840 -2.190 0.074
H 0.186 -7.235 2.770 0.097
H -7.182 1.430 1.421 0.091
H -3.686 -4.298 0.962 0.062
H -0.599 7.059 -0.656 0.089
H -1.970 2.521 4.754 0.053
H 1.510 4.924 1.912 0.061
H -2.930 -4.108 -0.618 0.039
H 1.249 1.256 0.993 0.016
H -5.340 -2.472 0.304 0.086
H -2.516 -2.563 2.599 0.050
H -1.055 0.782 -5.758 0.081
H -1.892 -1.554 -5.340 0.065
H 1.010 2.224 3.265 0.042
H -1.311 -6.172 -1.102 0.112
H -4.952 -3.282 2.447 0.053
H 1.773 -5.369 2.655 0.088
H -3.466 4.996 3.754 0.070
H -3.794 3.466 -0.197 0.095
H 0.286 -0.546 -6.434 0.055
H -6.079 3.532 0.671 0.095
H 1.837 -0.948 -5.693 0.057
H 0.722 -2.304 -3.969 0.068
H -2.059 -0.064 2.840 -0.004
H 0.598 2.784 -3.234 0.057
H 2.773 -0.080 -2.108 0.080
H -1.781 -2.352 -3.763 0.047
H -3.739 0.129 3.318 0.073
H -4.440 -2.731 4.043 0.078
H -1.163 5.936 -2.799 0.092
H -1.796 4.150 5.431 0.071
H -5.936 -0.677 1.349 0.079
H -4.600 -4.686 -0.501 0.076
H 2.352 2.728 -3.005 0.079
H -1.658 3.550 -2.837 0.084
H 1.514 1.025 -4.685 0.095
H 2.794 -0.939 -3.635 0.067
H 3.024 -2.733 2.935 -0.085
H 1.104 4.688 3.623 0.059
H -0.377 3.222 4.915 0.043
H -3.517 -2.149 -2.133 0.055
H -4.916 -1.138 -1.748 0.065
H -3.186 1.814 -6.393 0.091
H 2.624 4.069 2.976 0.076
H 0.839 -2.214 -6.404 0.077
H 3.650 0.604 -3.481 0.075
H -2.641 -0.870 4.295 0.049
H 1.270 2.018 -1.801 0.052
```

Properties
Orbital gap ... 6.1 eV
Spin multiplicity ... 1
Total charge ... -2
Calculated total energy ... -228109.989 eV
Highest occupied orbital energy ... -2.1 eV

Number 1: F_max 5.746 eV/A. Number 2: F_max 3.884 eV/A. Number 3: F_max 0.806 eV/A. Number 4: F_max 0.540 eV/A.